# 1
ORCA calculation (ωB97M-V/def2-TZVPD) on a structure of composition C16H48HfNO11S8 at a distorted geometry.

```
85
Properties=species:S:1:pos:R:3:mulliken_charge:R:1
Hf 23.7729 -7.9707 21.0484 3.984
N 25.8383 -6.5928 23.7788 0.390
O 26.5327 -7.2192 24.5426 -0.657
O 25.4016 -7.1307 22.7244 0.354
O 25.4746 -5.4686 23.9882 -0.621
C 21.5448 -7.6437 16.8908 -1.110
S 22.8471 -6.5269 17.5609 0.282
O 23.2177 -7.0650 18.9302 -0.283
C 24.2706 -7.2622 16.5772 -1.088
H 21.7625 -8.6552 17.2337 0.298
H 21.5831 -7.8016 15.8130 0.486
H 20.5240 -7.3782 17.1654 0.329
H 24.9373 -6.4305 16.3491 0.333
H 23.9265 -7.7172 15.6484 0.577
H 24.6770 -8.1172 17.1174 0.205
C 27.5041 -11.1244 20.0340 -1.055
S 27.2876 -9.3976 20.6701 0.312
O 25.8257 -9.2331 21.0210 -1.087
C 28.2229 -9.5158 22.2396 -0.966
H 26.9583 -11.8608 20.6238 0.263
H 28.5309 -11.3864 19.7786 0.430
H 27.1194 -11.1443 19.0143 0.389
H 28.0600 -10.5081 22.6604 0.370
H 27.8739 -8.7784 22.9624 0.156
H 29.2973 -9.4908 22.0573 0.480
C 23.9623 -3.3872 19.4462 -1.074
S 23.3172 -4.2385 20.9745 0.480
O 23.8682 -5.6641 21.0853 -0.203
C 23.9254 -3.0466 22.2130 -0.851
H 25.0371 -3.3232 19.6159 0.340
H 23.6072 -2.3586 19.5090 0.548
H 23.6440 -3.8793 18.5271 0.223
H 25.0114 -2.9580 22.2412 0.326
H 23.7299 -3.3898 23.2290 0.151
H 23.4297 -2.1098 21.9588 0.486
C 27.6636 -6.7540 18.1392 -0.914
S 26.4278 -5.9315 19.3270 0.437
O 25.4986 -7.0604 19.8024 -1.061
C 27.5763 -5.4952 20.7852 -0.782
H 27.0519 -7.2015 17.3557 0.304
H 28.0899 -7.6233 18.6400 0.230
H 28.3175 -6.0211 17.6666 0.460
H 27.1116 -4.9015 21.5724 0.123
H 28.3689 -4.8555 20.3970 0.566
H 28.0440 -6.3222 21.3194 0.168
C 22.3957 -5.8823 25.1210 -0.839
S 21.5582 -6.9006 23.8341 0.539
O 22.7456 -7.3620 22.9855 -0.242
C 20.8453 -8.3268 24.8307 -0.992
H 21.5850 -5.6007 25.7930 0.502
H 22.9575 -5.0113 24.7834 0.086
H 23.0912 -6.5627 25.6124 0.287
H 20.2764 -9.0256 24.2174 0.214
H 20.1538 -7.8859 25.5486 0.530
H 21.5646 -8.9313 25.3832 0.286
C 21.0766 -11.9038 21.7218 -0.905
S 20.5813 -10.1500 21.5494 0.361
O 21.8448 -9.3362 21.2744 -1.030
C 19.8484 -10.3106 19.8694 -0.982
H 21.6735 -12.2838 20.8927 0.346
H 20.1664 -12.4816 21.8826 0.514
H 21.6660 -11.8131 22.6342 0.201
H 18.9902 -10.9791 19.8006 0.482
H 20.6315 -10.7684 19.2650 0.329
H 19.4925 -9.3653 19.4598 0.204
C 20.1993 -4.6213 20.0812 -1.151
S 20.3274 -6.4868 20.2520 0.265
O 21.6954 -6.8904 20.7749 0.091
C 19.0520 -6.7930 21.5650 -0.769
H 20.4846 -4.0960 20.9927 0.362
H 19.1967 -4.3467 19.7532 0.505
H 20.8632 -4.3144 19.2730 0.279
H 18.0510 -7.0070 21.1904 0.448
H 19.0428 -5.9112 22.2057 0.409
H 19.4172 -7.6450 22.1386 -0.008
C 25.0195 -9.9912 25.1214 -0.876
S 23.8380 -10.4875 23.7917 0.243
O 23.9730 -9.5177 22.6620 -0.407
C 24.6437 -12.0364 23.1820 -0.881
H 24.6499 -9.1023 25.6327 0.247
H 25.9780 -9.9560 24.6036 0.190
H 24.9483 -10.7646 25.8861 0.560
H 25.6452 -11.8003 22.8223 0.038
H 24.2631 -12.2062 22.1749 0.314
H 24.7895 -12.8422 23.9014 0.530
```

Properties
ΔE to the lowest compared entry with this formula, charge and spin	0.0	kcal per mole
E_tot	-129340.7734	eV
LUMO energy	-7.78	eV
charge	+3
highest occupied orbital energy	-15.54	eV

***

# 2
ORCA calculation (ωB97M-V/def2-TZVPD) on a cluster of 8 separate species, C16H48O8 in total at a distorted geometry.

```
72
Properties=species:S:1:pos:R:3:mulliken_charge:R:1
C 6.2146 18.3506 -1.6337 -0.816
C 7.1828 17.2046 -1.2553 -0.412
O 8.4701 17.3886 -1.8537 -0.414
H 5.2913 18.0729 -1.1253 0.229
H 5.9757 18.3928 -2.6963 -0.016
H 6.5428 19.3643 -1.4038 0.549
H 6.8317 16.3282 -1.8001 0.151
H 7.3806 17.2091 -0.1835 0.404
H 9.1867 17.8251 -1.3873 0.218
C 0.5269 21.8131 -6.4925 -1.137
C -0.3401 21.8600 -7.7453 -0.389
O -0.1030 23.0120 -8.3578 -0.530
H 0.2560 20.9393 -5.8999 0.515
H 0.2979 22.6538 -5.8376 0.196
H 1.6142 21.8037 -6.5676 0.206
H -1.3615 21.5887 -7.4785 0.369
H -0.0110 21.1391 -8.4938 0.244
H 0.8398 23.1803 -8.2914 0.359
C 7.4111 16.6544 -5.9994 -1.028
C 8.7737 16.0365 -5.5842 -0.252
O 9.2224 16.6031 -4.3729 -0.498
H 6.4953 16.3380 -5.5001 0.035
H 7.0372 16.3928 -6.9892 0.498
H 7.3679 17.7425 -6.0467 0.399
H 9.4284 15.9552 -6.4518 0.337
H 8.6366 14.9790 -5.3585 0.221
H 8.4275 16.7735 -3.8623 0.257
C 3.1615 18.6076 -5.1651 -1.069
C 3.1833 19.6994 -4.1517 0.344
O 3.9483 20.7830 -4.7341 -0.614
H 4.1640 18.1802 -5.1885 -0.160
H 3.0524 18.9945 -6.1782 0.349
H 2.5173 17.7740 -4.8854 0.427
H 3.6465 19.6573 -3.1659 0.215
H 2.1458 19.9875 -3.9818 0.248
H 3.7875 21.4166 -4.0311 0.129
C 3.5972 24.6727 -1.0524 -1.410
C 3.2432 23.7106 -2.1954 -0.586
O 3.4770 22.3682 -1.7480 0.016
H 4.6532 24.9350 -0.9881 0.396
H 3.4118 24.2115 -0.0823 0.465
H 3.0780 25.6267 -1.1427 0.340
H 3.8874 23.8594 -3.0619 -0.182
H 2.2264 23.8273 -2.5704 0.517
H 2.9554 22.2016 -0.9595 0.084
C 2.5053 25.4957 -6.1175 -1.259
C 3.1225 24.2274 -6.7726 0.228
O 2.6276 23.9365 -8.0944 -0.454
H 3.0497 25.9911 -5.3135 0.340
H 1.4482 25.3735 -5.8818 0.259
H 2.3714 26.2727 -6.8701 0.414
H 3.0465 23.4936 -5.9703 -0.205
H 4.2085 24.3186 -6.7930 0.413
H 3.0337 24.4999 -8.7573 0.261
C 1.4747 15.8783 -0.5711 -1.324
C 0.6793 16.1689 -1.8644 -0.511
O -0.1832 15.0443 -2.1507 -0.390
H 2.2731 16.6150 -0.6606 0.349
H 1.8418 14.8811 -0.3283 0.281
H 0.7861 16.1593 0.2257 0.441
H 1.3918 16.3777 -2.6624 -0.228
H 0.0131 17.0313 -1.8867 0.850
H -0.9267 15.2854 -2.7080 0.266
C 3.8719 14.8406 -3.3293 -0.339
C 4.4491 13.6946 -4.2257 -0.427
O 4.7562 12.6823 -3.3991 -0.498
H 4.5431 15.0801 -2.5046 0.159
H 2.8488 14.6773 -2.9906 0.406
H 4.0379 15.7506 -3.9060 0.029
H 5.3950 14.1070 -4.5769 0.066
H 3.7782 13.4558 -5.0509 0.339
H 3.9428 12.2387 -3.1478 0.330
```

Properties
ΔE to the lowest compared entry with this formula, charge and spin	73.0	kcal per mole
E_tot	-33744.4581	eV
spin multiplicity	2
LUMO energy (spin up / spin down)	2.52 / 2.44	eV
charge	-1
highest occupied orbital energy (spin up / spin down)	0.72 / -7.29	eV

***

- What is the E_tot in the second record?
  -33744.4581 eV

***

- Look up the charge of the second one.
  -1